(1)
This record from the OMol25 dataset describes a molecular structure, C13H48B3F12O13Zn2 in a non-equilibrium geometry. The level of theory is wB97M-V/def2-TZVPD.

Summary:
* net charge: -1

Element x y z (Å)
Zn  -1.1410  0.6862  -0.5055
Zn  -0.9928  3.7754  -1.9889
O  -1.6790  2.5367  -0.6716
C  -3.0516  2.9405  -0.7197
C  -3.0987  4.4097  -0.6844
O  -2.2994  5.0561  -1.6606
H  -3.5461  2.5342  0.2116
H  -3.6118  2.5913  -1.5998
H  -2.7803  4.7338  0.2824
H  -4.1319  4.7599  -0.7696
B  1.6090  3.1659  -0.8563
F  2.8298  2.6467  -1.3495
F  1.7559  3.9974  0.2244
F  0.9751  3.8096  -1.9386
F  0.7053  2.1004  -0.4935
B  -1.4607  1.4949  -4.2892
F  -0.6789  2.7303  -3.8421
F  -0.3669  0.4981  -4.4710
F  -2.2821  1.0642  -3.2886
F  -2.1136  1.7377  -5.4566
B  0.4510  -0.9034  1.8389
F  -0.7218  0.0978  1.4742
F  0.6628  -1.6815  0.6916
F  1.5084  -0.0263  2.2020
F  -0.0150  -1.6872  2.8796
C  0.1691  -2.7651  -4.2381
O  1.3499  -2.3708  -4.9068
H  -0.5967  -1.9755  -4.2699
H  -0.3353  -3.6573  -4.6835
H  0.4713  -2.8740  -3.2185
H  1.0293  -1.7615  -5.5072
C  -3.2602  -2.5503  2.5162
O  -3.6973  -1.6954  1.4512
H  -2.4530  -3.2923  2.2385
H  -2.8224  -1.9225  3.3121
H  -4.1293  -3.0980  3.0267
H  -3.7682  -0.8073  1.7824
C  2.9415  1.3062  5.1434
O  1.5274  1.2459  5.1091
H  3.3443  1.7965  4.2825
H  3.2042  1.8618  6.0284
H  3.3728  0.2873  5.1948
H  1.3450  0.6747  4.3446
C  5.5686  -3.1304  -0.5990
O  4.4278  -2.7171  -1.2650
H  6.3218  -2.3745  -0.3200
H  5.3128  -3.5472  0.3465
H  6.0891  -3.8669  -1.1712
H  4.1817  -1.7856  -1.0830
C  4.7776  0.4245  0.0681
O  4.2047  -0.4861  0.9312
H  4.0052  1.1635  -0.3372
H  5.5067  1.1047  0.5857
H  5.2835  -0.1496  -0.7454
H  3.2626  -0.2996  1.0951
C  1.4933  -0.3873  -1.8623
O  0.0344  -0.3368  -1.9092
H  1.6487  -0.6205  -0.8221
H  1.9530  -1.2179  -2.4779
H  1.8954  0.5915  -2.1136
H  -0.2479  -0.1412  -2.8536
C  -0.1635  3.1706  2.3746
O  -0.6030  2.8260  3.7019
H  -0.9915  3.3446  1.7285
H  0.4961  3.9996  2.4566
H  0.3036  2.2525  1.9519
H  -0.2729  1.9501  4.0064
C  1.2348  -3.8473  5.7487
O  0.7166  -4.4291  4.5974
H  0.5465  -4.0443  6.5832
H  2.2642  -4.1862  6.0110
H  1.2550  -2.7510  5.7313
H  0.4376  -3.6649  4.0935
C  -1.8064  -1.4545  -7.3143
O  -0.4690  -0.9686  -7.0454
H  -2.5783  -0.7094  -7.5718
H  -1.7656  -2.1661  -8.1236
H  -2.0833  -1.9809  -6.4363
H  -0.5300  -0.3582  -6.3498
C  -4.1590  1.9655  3.8128
O  -3.3017  0.9415  3.3446
H  -5.1954  1.7746  3.5014
H  -4.1970  2.0211  4.9599
H  -3.7263  2.9067  3.5063
H  -2.4512  1.3160  3.0950
C  -2.0009  -2.1107  -1.3910
O  -2.3056  -0.9469  -0.6743
H  -1.1277  -2.6638  -0.9586
H  -2.9001  -2.7574  -1.3150
H  -1.7913  -1.8209  -2.4305
H  -2.7717  -1.3024  0.1133

The Mulliken scheme yields these atomic charges, measured in e: atom 1 (Zn): 2.93, atom 2 (Zn): 0.29, atom 3 (O): 1.27, atom 4 (C): -0.25, atom 5 (C): -0.81, atom 6 (O): -0.79, atom 7 (H): 0.18, atom 8 (H): 0.40, atom 9 (H): 0.34, atom 10 (H): 0.39, atom 11 (B): -0.41, atom 12 (F): -0.40, atom 13 (F): -0.24, atom 14 (F): -0.54, atom 15 (F): 0.04, atom 16 (B): 0.16, atom 17 (F): -0.37, atom 18 (F): -0.40, atom 19 (F): -0.26, atom 20 (F): -0.30, atom 21 (B): -0.62, atom 22 (F): -0.63, atom 23 (F): -0.30, atom 24 (F): -0.25, atom 25 (F): -0.14, atom 26 (C): -0.09, atom 27 (O): -0.54, atom 28 (H): -0.23, atom 29 (H): 0.34, atom 30 (H): 0.25, atom 31 (H): 0.36, atom 32 (C): -0.53, atom 33 (O): -0.61, atom 34 (H): 0.24, atom 35 (H): 0.19, atom 36 (H): 0.30, atom 37 (H): 0.26, atom 38 (C): -0.64, atom 39 (O): -0.54, atom 40 (H): 0.27, atom 41 (H): 0.29, atom 42 (H): 0.25, atom 43 (H): 0.21, atom 44 (C): -0.64, atom 45 (O): -0.47, atom 46 (H): 0.25, atom 47 (H): 0.28, atom 48 (H): 0.30, atom 49 (H): 0.27, atom 50 (C): -0.35, atom 51 (O): -0.54, atom 52 (H): 0.02, atom 53 (H): 0.27, atom 54 (H): 0.25, atom 55 (H): 0.34, atom 56 (C): -0.76, atom 57 (O): 0.33, atom 58 (H): 0.05, atom 59 (H): 0.40, atom 60 (H): 0.36, atom 61 (H): -0.10, atom 62 (C): 0.10, atom 63 (O): -0.60, atom 64 (H): -0.04, atom 65 (H): 0.42, atom 66 (H): -0.31, atom 67 (H): 0.31, atom 68 (C): -0.50, atom 69 (O): -0.53, atom 70 (H): 0.26, atom 71 (H): 0.24, atom 72 (H): 0.15, atom 73 (H): 0.36, atom 74 (C): -0.58, atom 75 (O): -0.56, atom 76 (H): 0.24, atom 77 (H): 0.28, atom 78 (H): 0.24, atom 79 (H): 0.32, atom 80 (C): -0.64, atom 81 (O): -0.45, atom 82 (H): 0.28, atom 83 (H): 0.21, atom 84 (H): 0.25, atom 85 (H): 0.24, atom 86 (C): -0.37, atom 87 (O): -0.41, atom 88 (H): 0.16, atom 89 (H): 0.39, atom 90 (H): -0.12, atom 91 (H): 0.35

(2)
This record from the OMol25 dataset describes 13 unconnected molecules or ions with the total composition C13H48F3O15S in a non-equilibrium geometry. The level of theory is wB97M-V/def2-TZVPD.

Summary:
* relative energy (zero: lowest compared OMol25 entry of this formula, charge and spin): 0.0000 eV
* net charge: -1

Element x y z (Å)
C  0.0974  2.1208  -0.1759
F  0.6612  1.0361  -0.7375
F  0.8071  3.1690  -0.5635
F  -1.1668  2.1750  -0.5812
S  0.0867  1.9433  1.6775
O  -0.4743  0.6156  1.9061
O  1.4782  2.0690  2.1061
O  -0.7578  3.0350  2.1028
O  3.4867  1.1607  0.3607
H  2.9576  1.7505  0.9280
H  3.6285  0.3772  0.8998
O  2.3411  2.0452  4.7921
H  1.7515  1.9538  4.0203
H  3.0435  1.4077  4.6328
O  2.7394  4.7398  3.9029
H  2.6435  4.1454  3.1515
H  2.7306  4.1452  4.6621
O  3.0915  1.8045  -3.0950
H  2.5748  1.3981  -2.3878
H  4.0062  1.6766  -2.8239
O  -3.1065  0.8886  2.8526
H  -3.2776  0.1093  3.3910
H  -2.1621  0.8072  2.6010
O  -1.2541  5.1899  -2.0337
H  -1.2779  4.3749  -1.5202
H  -1.5162  5.8732  -1.4091
O  -3.0131  4.5935  1.4298
H  -2.1745  4.1927  1.7314
H  -2.7788  5.4919  1.1798
O  -2.0183  3.8072  4.6941
H  -2.7984  3.2814  4.8948
H  -1.5757  3.3047  3.9956
C  2.2043  -4.0080  -1.7411
C  2.2225  -2.6064  -2.3448
C  2.8697  -1.5609  -1.4679
O  2.9384  -2.6161  -3.5801
H  1.5148  -4.0883  -0.8960
H  3.1797  -4.2158  -1.2858
H  2.0063  -4.7901  -2.4720
H  1.1826  -2.3189  -2.5488
H  2.1927  -1.1956  -0.6947
H  3.2343  -0.6870  -2.0014
H  3.7435  -1.9874  -0.9640
H  2.5203  -3.1970  -4.2201
C  0.5957  -3.3639  4.8151
C  0.8374  -2.4161  3.6505
C  1.3189  -3.1788  2.4295
O  -0.4185  -1.7677  3.4423
H  -0.3112  -3.9401  4.6223
H  0.3477  -2.7313  5.6721
H  1.4315  -4.0139  5.0619
H  1.5138  -1.6094  3.9531
H  2.1860  -3.7962  2.6809
H  1.6702  -2.5422  1.6095
H  0.5495  -3.8256  2.0050
H  -0.2738  -0.9906  2.8798
C  -1.7736  -2.4621  0.0364
C  -2.6262  -2.4167  -1.2177
C  -1.8357  -2.5731  -2.4994
O  -3.6257  -3.4538  -1.2623
H  -1.0557  -3.2874  0.0002
H  -2.4180  -2.6196  0.9021
H  -1.1570  -1.5728  0.1724
H  -3.1980  -1.4851  -1.3052
H  -1.0893  -3.3750  -2.5270
H  -1.2268  -1.6684  -2.5994
H  -2.4638  -2.7510  -3.3701
H  -4.0758  -3.5532  -0.4179
C  -2.9271  0.6886  -4.6684
C  -1.9036  1.7230  -4.1891
C  -0.7695  1.0341  -3.4365
O  -1.3887  2.4195  -5.3414
H  -3.4640  0.3680  -3.7677
H  -2.4386  -0.2053  -5.0661
H  -3.6272  1.0650  -5.4107
H  -2.3728  2.4771  -3.5573
H  -1.1903  0.6330  -2.5150
H  -0.0330  1.8034  -3.2010
H  -0.2677  0.2440  -3.9966
H  -1.1018  1.7320  -5.9528

The Mulliken scheme yields these atomic charges, measured in e: atom 1 (C): 0.34, atom 2 (F): 0.08, atom 3 (F): -0.23, atom 4 (F): -0.27, atom 5 (S): 1.17, atom 6 (O): -0.79, atom 7 (O): -0.50, atom 8 (O): -0.88, atom 9 (O): -0.59, atom 10 (H): 0.30, atom 11 (H): 0.29, atom 12 (O): -0.71, atom 13 (H): 0.33, atom 14 (H): 0.29, atom 15 (O): -0.66, atom 16 (H): 0.29, atom 17 (H): 0.34, atom 18 (O): -0.65, atom 19 (H): 0.24, atom 20 (H): 0.32, atom 21 (O): -0.66, atom 22 (H): 0.30, atom 23 (H): 0.36, atom 24 (O): -0.63, atom 25 (H): 0.33, atom 26 (H): 0.29, atom 27 (O): -0.62, atom 28 (H): 0.51, atom 29 (H): 0.28, atom 30 (O): -0.66, atom 31 (H): 0.31, atom 32 (H): 0.40, atom 33 (C): -1.34, atom 34 (C): 1.47, atom 35 (C): -0.81, atom 36 (O): -0.63, atom 37 (H): 0.18, atom 38 (H): 0.41, atom 39 (H): 0.38, atom 40 (H): -0.52, atom 41 (H): -0.05, atom 42 (H): 0.13, atom 43 (H): 0.45, atom 44 (H): 0.36, atom 45 (C): -1.65, atom 46 (C): 0.97, atom 47 (C): -0.92, atom 48 (O): -0.58, atom 49 (H): 0.35, atom 50 (H): 0.38, atom 51 (H): 0.40, atom 52 (H): 0.18, atom 53 (H): 0.47, atom 54 (H): 0.03, atom 55 (H): 0.21, atom 56 (H): 0.28, atom 57 (C): -0.78, atom 58 (C): 0.58, atom 59 (C): -0.71, atom 60 (O): -0.62, atom 61 (H): 0.13, atom 62 (H): 0.45, atom 63 (H): 0.00, atom 64 (H): 0.08, atom 65 (H): 0.35, atom 66 (H): -0.23, atom 67 (H): 0.40, atom 68 (H): 0.33, atom 69 (C): -1.29, atom 70 (C): 0.10, atom 71 (C): -0.57, atom 72 (O): -0.58, atom 73 (H): 0.30, atom 74 (H): 0.30, atom 75 (H): 0.39, atom 76 (H): 0.29, atom 77 (H): -0.06, atom 78 (H): 0.28, atom 79 (H): 0.45, atom 80 (H): 0.36

(3)
This record from the OMol25 dataset describes 11 unconnected molecules or ions with the total composition C13H48N10O11 in a non-equilibrium geometry. The level of theory is wB97M-V/def2-TZVPD.

Summary:
* relative energy (zero: lowest compared OMol25 entry of this formula, charge and spin): 6.2737 eV
* net charge: 0
* structure (SMILES): NC(N)=O.NC(N)=O.NC(N)=O.NC(N)=O.NC(N)=O.CCO.CCO.CO.CO.CO.CO

Element x y z (Å)
C  0.1303  1.9456  -5.0283
C  1.2993  1.9236  -4.0433
O  0.9293  1.8446  -2.7033
H  -0.5317  2.7546  -4.8293
H  -0.5037  1.0396  -4.9283
H  0.5993  1.9696  -5.9763
H  1.8423  2.9016  -4.0543
H  2.0163  1.1246  -4.1433
H  1.7263  2.1886  -2.2893
C  0.2453  -2.0254  -0.1353
C  0.8193  -0.6614  -0.6793
O  1.4503  -0.0784  0.4137
H  -0.3317  -2.5044  -0.9283
H  -0.4027  -1.8914  0.7237
H  1.0943  -2.6444  0.1987
H  0.0593  -0.0004  -1.0733
H  1.5633  -0.7964  -1.4623
H  2.2693  0.3296  0.0277
C  0.3213  -1.5344  3.3837
O  0.7813  -2.7674  2.8727
N  0.4343  -0.3954  2.7857
N  -0.2407  -1.4414  4.5627
H  0.7513  -0.3904  1.7627
H  0.3903  0.5856  3.1197
H  -0.0947  -2.3304  5.0877
H  -0.0507  -0.6004  5.0867
C  -2.7407  0.5346  -2.3903
O  -2.0367  -0.6434  -2.1523
N  -2.1337  1.6276  -2.8173
N  -4.0147  0.6496  -2.1103
H  -1.1227  1.5356  -2.8243
H  -2.5237  2.5896  -2.9543
H  -4.4757  -0.3014  -1.9213
H  -4.6347  1.2226  -2.7383
C  3.8123  1.4506  -1.5143
O  4.1223  1.1176  -2.8163
N  3.8913  0.6186  -0.5123
N  3.3673  2.6116  -1.1713
H  4.2773  -0.2634  -0.8323
H  3.8533  0.9646  0.4927
H  3.5753  3.2326  -1.8843
H  3.2133  2.9316  -0.2023
C  2.9123  2.4726  2.0237
O  1.7913  2.0726  2.6747
N  2.9993  3.6226  1.4217
N  3.9473  1.6996  1.9417
H  2.1353  4.1046  1.4087
H  3.8113  4.0576  1.0117
H  3.8983  0.8286  2.5077
H  4.8553  2.0766  1.6717
C  -4.4847  -2.4744  -0.7813
O  -5.5147  -2.7914  0.1327
N  -4.7437  -1.9184  -1.9203
N  -3.2027  -2.6394  -0.4943
H  -5.7407  -1.9734  -2.1893
H  -4.0167  -1.6844  -2.6103
H  -3.0167  -2.9464  0.4697
H  -2.5297  -2.1264  -1.0833
C  -2.8687  0.2016  1.2737
O  -3.8127  -0.7414  1.6307
H  -3.3377  1.0856  0.9047
H  -2.2387  -0.1574  0.4687
H  -2.3327  0.5446  2.0917
H  -4.0637  -1.0734  0.7437
C  3.8433  -2.0604  2.0087
O  3.4023  -0.8884  2.7527
H  4.8033  -2.3594  2.2937
H  3.7663  -1.8474  0.9527
H  3.2303  -2.9404  2.1917
H  2.4243  -0.8244  2.7167
C  -0.5847  2.5916  0.1897
O  -1.6167  3.4116  0.7367
H  -0.8697  1.9036  -0.5613
H  -0.2447  2.0146  1.0577
H  0.3313  3.0526  -0.1503
H  -2.3817  3.2286  0.2057
C  -2.5437  -4.5594  2.1837
O  -1.8897  -3.2924  2.2207
H  -2.0007  -5.3164  1.5237
H  -3.5007  -4.3674  1.7287
H  -2.6837  -5.0024  3.1207
H  -0.9317  -3.4104  2.1287

The Mulliken scheme yields these atomic charges, measured in e: atom 1 (C): -1.49, atom 2 (C): 0.04, atom 3 (O): -0.24, atom 4 (H): 0.31, atom 5 (H): 0.32, atom 6 (H): 0.43, atom 7 (H): 0.32, atom 8 (H): 0.37, atom 9 (H): -0.07, atom 10 (C): -0.80, atom 11 (C): 0.59, atom 12 (O): 0.69, atom 13 (H): 0.44, atom 14 (H): -0.44, atom 15 (H): 0.42, atom 16 (H): -0.67, atom 17 (H): 0.53, atom 18 (H): -0.48, atom 19 (C): 0.80, atom 20 (O): -0.82, atom 21 (N): 0.24, atom 22 (N): -0.49, atom 23 (H): -0.16, atom 24 (H): 0.23, atom 25 (H): 0.35, atom 26 (H): 0.22, atom 27 (C): 0.55, atom 28 (O): -0.83, atom 29 (N): -0.16, atom 30 (N): -0.46, atom 31 (H): -0.01, atom 32 (H): 0.22, atom 33 (H): 0.46, atom 34 (H): 0.27, atom 35 (C): 0.46, atom 36 (O): -0.76, atom 37 (N): -0.28, atom 38 (N): -0.35, atom 39 (H): 0.18, atom 40 (H): 0.06, atom 41 (H): 0.27, atom 42 (H): 0.27, atom 43 (C): 0.19, atom 44 (O): -0.69, atom 45 (N): -0.46, atom 46 (N): -0.39, atom 47 (H): 0.24, atom 48 (H): 0.32, atom 49 (H): 0.31, atom 50 (H): 0.30, atom 51 (C): 0.13, atom 52 (O): -0.69, atom 53 (N): -0.46, atom 54 (N): 0.05, atom 55 (H): 0.25, atom 56 (H): 0.30, atom 57 (H): 0.25, atom 58 (H): 0.26, atom 59 (C): -0.29, atom 60 (O): -0.60, atom 61 (H): 0.45, atom 62 (H): -0.20, atom 63 (H): 0.49, atom 64 (H): 0.25, atom 65 (C): -0.48, atom 66 (O): -0.79, atom 67 (H): 0.39, atom 68 (H): 0.08, atom 69 (H): 0.20, atom 70 (H): 0.41, atom 71 (C): 0.46, atom 72 (O): -0.65, atom 73 (H): -0.32, atom 74 (H): -0.06, atom 75 (H): 0.13, atom 76 (H): 0.38, atom 77 (C): -0.93, atom 78 (O): -0.39, atom 79 (H): 0.29, atom 80 (H): 0.35, atom 81 (H): 0.27, atom 82 (H): 0.16

| no. | calculated total energy (Ha) |
| --- | --- |
| 1 | -6334.55132 |
| 2 | -2350.61885 |
| 3 | -1899.20423 |